Molecular formula: C6H17NSi
Method: DFT, the ωB97M-V functional and the def2-TZVPD basis

Summary:
- Multiplicity: 1
- Energy relative to the best compared isomer or geometry (same formula, charge and spin): 17.76 kcal per mole
- SMILES: CN[Si@H](C)C(C)(C)C
- Net charge: 0
- Molar mass: 131.3 g/mol
- HOMO-LUMO gap: 0.344 hartree

Cartesian coordinates (Å):
C  -0.40  1.65  -2.59
N  -0.72  0.97  -1.36
Si  0.59  0.75  -0.11
C  2.02  -0.09  -0.96
C  -0.33  -0.45  1.05
C  -1.43  0.32  1.85
C  -0.83  -1.61  0.20
C  0.63  -1.16  1.90
H  -1.17  2.49  -2.73
H  0.65  2.02  -2.50
H  -0.31  0.97  -3.46
H  -1.66  0.98  -1.18
H  0.94  2.16  0.59
H  2.73  -0.27  -0.19
H  1.68  -1.01  -1.51
H  2.66  0.57  -1.60
H  -1.46  1.27  1.40
H  -2.30  -0.23  1.60
H  -1.23  0.37  2.90
H  0.03  -2.21  -0.23
H  -1.53  -1.26  -0.56
H  -1.47  -2.13  0.94
H  1.32  -0.59  2.62
H  0.20  -1.86  2.65
H  1.36  -1.66  1.27